Record 1
Molecular formula: C19H25ClN6O4
Method: DFT, ωB97M-V/def2-TZVPD

Geometry as XYZ:
```
55
C19H25ClN6O4, DFT ωB97M-V/def2-TZVPD
C -1.15019 3.72330 4.48240
O -1.04240 3.19471 3.18246
C -0.27383 2.01897 3.12912
C -0.05527 1.56334 1.68847
O 0.44125 0.47542 1.45420
N -0.47925 2.45206 0.78434
C -0.23502 2.42225 -0.65435
C 1.22152 2.75416 -0.83146
N 1.74644 3.72603 -0.10950
N 3.00442 3.85669 -0.48840
N 3.28991 3.03297 -1.40099
N 2.19420 2.30508 -1.66693
C 2.32132 1.24804 -2.63360
C 3.11218 0.08028 -2.02910
O 2.40887 -0.46961 -0.93378
C 1.71017 -1.62079 -1.16198
O 1.76088 -2.23398 -2.19771
N 0.98974 -1.89893 -0.05303
C 0.09909 -2.94903 0.15560
C -0.69504 -2.90228 1.30094
C -1.59476 -3.91317 1.57212
C -1.70431 -4.98033 0.69365
Cl -2.83062 -6.25010 1.02922
C -0.92263 -5.03884 -0.44828
C -0.02126 -4.02593 -0.71855
C -0.70242 1.09532 -1.25785
C -2.19293 0.88907 -0.99980
C -2.99828 2.02036 -1.63104
C -2.54645 3.36549 -1.07073
C -1.04830 3.56976 -1.28419
H -0.16504 3.98427 4.88538
H -1.75992 4.62063 4.40154
H -1.63437 3.01140 5.16068
H -0.75723 1.20203 3.68603
H 0.72191 2.17894 3.57188
H -0.76389 3.34384 1.16704
H 1.33916 0.90893 -2.95763
H 2.87811 1.64781 -3.48483
H 4.06982 0.44218 -1.64708
H 3.26830 -0.69194 -2.78997
H 1.00422 -1.17393 0.66271
H -0.59967 -2.06187 1.97186
H -2.20915 -3.87745 2.45796
H -1.01660 -5.87405 -1.12416
H 0.58705 -4.06337 -1.60659
H -0.13308 0.27334 -0.83126
H -0.54845 1.12191 -2.33824
H -2.37857 0.85673 0.07464
H -2.49674 -0.07098 -1.42043
H -4.06155 1.87617 -1.43404
H -2.85493 2.00777 -2.71438
H -3.08948 4.17658 -1.55893
H -2.77433 3.40432 -0.00424
H -0.72519 4.51643 -0.84625
H -0.83095 3.60354 -2.35446
```

Properties
LUMO energy: 0.021 hartree
SMILES: COCC(=O)NC1(c2nnnn2CCOC(=O)Nc2ccc(Cl)cc2)CCCCC1
E_HOMO: -8.3 eV
electronic energy: -1828.737760 Ha
2S+1: 1
ΔE to the lowest compared entry with this formula, charge and spin: 149.63 kJ/mol

Record 2
Molecular formula: C16H38CuN2O8
Method: DFT, ωB97M-V/def2-TZVPD

Geometry as XYZ:
```
65
C16H38CuN2O8, DFT ωB97M-V/def2-TZVPD
Cu -1.10881 -0.49709 0.27205
C -3.78212 0.04757 0.13701
O -3.20597 -0.82620 -0.46104
O -3.65955 0.19824 1.28803
O -4.98915 -0.13323 -0.11959
C -0.73817 -4.33301 -3.94542
O -0.08700 -3.34158 -3.19154
C -0.67220 -2.10367 -3.47059
C 0.19177 -0.93707 -2.86404
N 0.36082 -1.28276 -1.43792
C 1.52108 -0.60423 -0.88716
C 2.80387 -1.35945 -1.09868
O 3.74552 -0.96941 -0.04416
C 3.70973 -1.78685 1.10961
H -0.81839 -4.19466 -5.02363
H -1.71539 -4.50317 -3.49356
H -0.33544 -5.33991 -3.83555
H -1.69663 -2.05848 -3.10102
H -0.71302 -1.85759 -4.53166
H -0.18867 0.05833 -3.09327
H 1.08091 -0.90336 -3.49364
H 0.55429 -2.24772 -1.66492
H 1.42526 -0.53640 0.19650
H 1.57754 0.43739 -1.20327
H 3.22724 -1.11686 -2.07336
H 2.58347 -2.42675 -1.11815
H 4.64305 -1.69926 1.66578
H 3.43980 -2.83222 0.95987
H 2.97237 -1.43896 1.83306
C -0.48369 -3.47302 1.84625
O -0.43985 -2.07592 1.94823
C -0.96913 -1.52840 3.12279
C -0.45635 -0.09451 3.32374
N -1.13540 0.86012 2.38972
C -1.01397 2.23842 2.77000
C 0.43137 2.66174 2.74019
O 1.03656 2.41087 1.44906
C 2.48792 2.52487 1.39637
H -0.11379 -3.82551 0.88343
H -1.39392 -4.03373 2.05884
H 0.25354 -3.84897 2.55566
H -0.81363 -2.20603 3.96228
H -2.04595 -1.65015 3.00561
H 0.60159 -0.24043 3.10563
H -0.61508 0.38201 4.29112
H -2.12665 0.67634 2.32840
H -1.63882 2.54170 3.61005
H -1.45095 2.82383 1.96103
H 0.95082 2.16579 3.56013
H 0.39848 3.73617 2.92084
H 3.05593 1.62352 1.62668
H 2.94853 3.38188 1.88778
H 2.67104 2.67041 0.33177
C -2.16036 3.66095 -1.27444
C -0.90974 2.90598 -1.63092
C 0.33679 3.77910 -1.71718
O -0.73421 1.91873 -0.61156
H -2.41618 4.27654 -2.13683
H -2.08775 4.37749 -0.45627
H -3.08126 3.10448 -1.10008
H -1.06050 2.40036 -2.58472
H 1.27281 3.22331 -1.77254
H 0.48595 4.37121 -0.81426
H 0.43458 4.56036 -2.47095
H -0.34485 2.28874 0.18412
```

Properties
LUMO energy: 0.090 hartree
E_HOMO: -0.5 eV
charge: -1
electronic energy: -2984.058680 Ha
2S+1: 1
ΔE to the lowest compared entry with this formula, charge and spin: 441.42 kJ/mol

Record 3
Molecular formula: C43H38F6N2O5
Method: DFT, ωB97M-V/def2-TZVPD

Geometry as XYZ:
```
94
C43H38F6N2O5, DFT ωB97M-V/def2-TZVPD
C -0.33406 -3.27999 -3.17547
C 0.29278 -1.92538 -3.34741
O 0.67654 -1.47953 -2.04891
C 1.38392 -0.34870 -2.16552
C 2.16685 -0.16721 -0.90619
C 3.25252 -1.27293 -0.86896
C 3.99360 -1.36921 0.40837
C 3.82768 -0.53244 1.54459
C 4.71883 -0.61024 2.60638
C 5.81618 -1.47874 2.55582
C 5.94097 -2.36354 1.47092
C 5.00778 -2.34059 0.45294
O 3.43905 -2.05495 -1.79495
C 3.09620 1.01072 -1.07329
O 4.26288 1.13184 -0.68475
O 2.42901 2.03856 -1.58346
C 3.31744 3.10019 -1.96529
C 2.54353 3.91252 -2.95746
O 1.29388 0.40448 -3.10714
H -0.58070 -3.64040 -4.17926
H 0.38806 -3.98039 -2.73132
H -1.24684 -3.25058 -2.55984
H 1.21318 -1.99442 -3.94177
H -0.38459 -1.19268 -3.80627
H 2.99569 0.16181 1.67731
H 4.56630 0.02888 3.48995
H 6.60512 -1.43200 3.33130
H 6.77676 -3.08230 1.38785
H 5.06821 -3.04698 -0.38142
H 3.62132 3.64491 -1.05301
H 4.18284 2.60809 -2.43161
H 3.25063 4.66572 -3.33427
H 2.22345 3.23602 -3.76918
H 1.66447 4.40657 -2.50090
F -4.66221 -3.27676 5.59301
C -3.50208 -3.65335 4.97734
F -2.45880 -3.03076 5.61781
F -3.34140 -5.00200 5.18790
C -3.49809 -3.35474 3.49975
N -2.22561 -3.82485 2.92638
C -2.20484 -5.22527 2.65616
C -3.06818 -5.75995 1.67808
C -2.95557 -7.10605 1.33302
C -2.04059 -7.91332 2.01685
C -1.23621 -7.39941 3.04347
C -1.31450 -6.04581 3.36648
C -1.52240 -2.98316 2.05867
C -0.13569 -3.08697 1.99169
C 0.59747 -2.21650 1.21966
C 0.00633 -1.17993 0.47861
C 0.93493 -0.02689 0.05497
C 0.30738 1.33438 0.23522
C 1.13886 2.46179 0.33777
C 0.67770 3.74132 0.11778
C -0.66831 3.92626 -0.22912
N -1.15118 5.08454 -0.83524
C -0.49665 6.38021 -0.58817
C -1.37469 7.15287 0.35952
F -0.86525 8.35563 0.74493
F -2.59578 7.37747 -0.24291
F -1.62790 6.40355 1.48246
C -1.99012 5.05541 -1.96450
C -3.25976 4.45257 -1.95783
C -3.94496 4.26897 -3.15496
C -3.41805 4.77909 -4.34448
C -2.23071 5.52015 -4.33646
C -1.50785 5.64800 -3.15399
C -1.54337 2.88844 0.05861
C -1.09245 1.62396 0.36083
C -1.42271 -1.27172 0.35238
C -2.17799 -2.02618 1.28661
H -4.32475 -3.91973 3.02966
H -3.60359 -2.26988 3.37215
H -3.79243 -5.09467 1.19214
H -3.59890 -7.50761 0.53910
H -1.96865 -8.97227 1.75926
H -0.54829 -8.03389 3.61113
H -0.71116 -5.58785 4.16385
H 0.36116 -3.84788 2.59032
H 1.69924 -2.31647 1.16678
H 1.88205 -0.12427 0.76017
H 2.15963 2.33992 0.72440
H 1.35913 4.58035 0.12504
H 0.50369 6.25425 -0.16240
H -0.45767 6.98801 -1.50319
H -3.70242 4.13208 -1.00921
H -4.90357 3.73006 -3.14493
H -3.95218 4.62212 -5.28478
H -1.82087 6.00648 -5.22869
H -0.53843 6.15647 -3.13790
H -2.59836 3.10701 0.05798
H -1.85046 0.89660 0.65882
H -1.95420 -0.79029 -0.46476
H -3.23726 -1.92665 1.39895
```

Properties
LUMO energy: -0.010 hartree
E_HOMO: -7.8 eV
electronic energy: -2746.162973 Ha
2S+1: 1
ΔE to the lowest compared entry with this formula, charge and spin: 0.00 kJ/mol

Record 4
Molecular formula: C6H15N
Method: DFT, ωB97M-V/def2-TZVPD

Geometry as XYZ:
```
22
C6H15N, DFT ωB97M-V/def2-TZVPD
C -0.41371 -0.86932 0.34455
C -1.27756 -1.75195 0.85103
C -2.01241 -1.45480 2.13020
C -1.61138 -3.01648 0.11379
H 0.20281 -1.11928 -0.50910
H -0.27440 0.08627 0.83137
H -3.08111 -1.30528 1.94449
H -1.63708 -0.55637 2.61200
H -1.94464 -2.30264 2.81425
H -0.89408 -3.20304 -0.67934
H -2.60484 -2.93248 -0.33215
H -1.66009 -3.87827 0.77777
C 2.17164 2.08560 0.03320
N 2.09619 2.55251 -1.33205
C 0.85285 2.17018 -1.97945
H 1.35416 2.49027 0.63485
H 2.07904 0.99980 0.20594
H 3.11741 2.40590 0.46789
H 2.86073 2.16265 -1.86679
H 0.68448 1.08393 -2.01793
H 0.81913 2.55199 -3.00039
H 0.00017 2.60471 -1.45365
```

Properties
LUMO energy: 0.036 hartree
SMILES: C=C(C)C.CNC
E_HOMO: -8.8 eV
electronic energy: -292.316541 Ha
2S+1: 1
ΔE to the lowest compared entry with this formula, charge and spin: 137.81 kJ/mol

Record 5
Molecular formula: C27H67N3O8
Method: DFT, ωB97M-V/def2-TZVPD

Geometry as XYZ:
```
105
C27H67N3O8, DFT ωB97M-V/def2-TZVPD
C 4.31145 -20.70001 23.62876
C 3.08907 -19.76722 23.58797
C 3.01112 -19.19856 22.17515
C 1.78970 -20.53577 23.79484
C 1.57709 -21.07261 25.19330
C 1.64625 -19.91220 26.25845
C 2.85617 -18.94497 26.07387
C 2.55676 -17.62401 26.81872
C 4.08782 -19.62285 26.70171
N 3.10947 -18.70320 24.62731
O 4.12210 -17.77705 24.43429
H 5.28815 -20.21998 23.68993
H 4.14505 -21.24877 24.55572
H 4.33283 -21.48179 22.86951
H 2.29036 -18.38808 22.06682
H 3.97282 -18.79152 21.86283
H 2.87536 -20.04144 21.49749
H 0.97742 -19.85508 23.53998
H 1.88134 -21.43495 23.18559
H 0.59611 -21.54638 25.22972
H 2.21687 -21.93230 25.39259
H 1.58063 -20.44200 27.20876
H 0.68482 -19.39934 26.23133
H 1.78856 -17.04898 26.30170
H 3.50979 -17.12850 27.00394
H 2.05727 -17.88016 27.75307
H 3.85491 -20.62318 27.06668
H 4.49109 -19.16688 27.60590
H 4.93276 -19.69987 26.01743
H 4.84045 -18.33993 24.73219
C 5.47829 -22.19174 15.37503
C 4.62139 -23.26663 16.15023
C 3.85776 -24.12040 15.09634
C 5.59408 -24.23319 16.87935
C 4.85148 -24.99674 17.95447
C 4.13770 -24.05937 18.81701
C 3.09402 -23.18166 18.24086
C 1.80639 -23.88730 17.90615
C 2.79378 -22.06974 19.36784
N 3.73696 -22.56711 17.10933
O 3.01877 -21.54520 16.56734
H 6.34385 -21.97354 16.00056
H 5.68774 -22.49985 14.35067
H 4.94667 -21.25594 15.20248
H 4.45916 -24.75227 14.44276
H 3.26957 -24.81926 15.69109
H 3.09226 -23.48838 14.64617
H 6.05171 -24.99684 16.25046
H 6.41246 -23.65505 17.30841
H 4.11959 -25.61943 17.44000
H 5.49054 -25.57624 18.62071
H 4.87164 -23.46680 19.36317
H 3.74928 -24.68731 19.61883
H 1.32586 -24.22095 18.82587
H 1.94629 -24.81063 17.34401
H 1.12451 -23.25162 17.34132
H 2.29789 -22.68354 20.11979
H 2.14577 -21.28590 18.97568
H 3.60714 -21.45784 19.75788
H 2.28316 -22.01375 16.16617
C 7.33084 -16.70970 18.47621
C 6.71731 -15.65143 19.45887
C 6.76367 -16.18943 20.88650
C 7.48237 -14.37313 19.56489
C 7.39001 -13.65599 18.22143
C 5.97666 -13.18165 17.97501
C 4.86462 -14.27217 18.03588
C 3.54315 -13.66501 18.36789
C 4.88702 -14.86247 16.56609
N 5.32501 -15.27348 19.09114
O 4.31293 -16.25564 19.47814
H 6.70751 -17.60050 18.55403
H 7.38277 -16.42117 17.42638
H 8.28071 -17.05887 18.88109
H 7.77026 -16.40453 21.24513
H 6.67132 -15.41051 21.64338
H 6.05622 -16.97418 21.15440
H 7.05131 -13.69213 20.29873
H 8.43196 -14.67479 20.00690
H 7.98989 -12.75354 18.33906
H 7.99618 -14.24499 17.53314
H 5.93131 -12.64998 17.02455
H 5.77362 -12.35771 18.65911
H 2.73023 -14.35984 18.15703
H 3.35972 -12.71185 17.87196
H 3.51567 -13.41779 19.42913
H 4.53117 -14.12611 15.84550
H 4.21492 -15.71619 16.47923
H 5.81759 -15.23528 16.13812
H 4.07327 -16.68210 18.65213
O 3.61205 -18.85658 17.40912
H 4.10267 -18.69390 16.60348
H 3.37473 -19.78274 17.36271
O 1.07235 -18.32290 19.44135
H 2.00799 -18.43335 19.27219
H 0.78155 -19.18069 19.75098
O -0.24589 -15.96974 19.67839
H -0.00144 -16.85127 19.39663
H 0.18734 -15.38906 19.05280
O -1.35214 -18.97279 17.88869
H -1.81127 -18.13635 17.96484
H -0.72748 -18.97057 18.61396
O 0.14057 -20.72531 20.45679
H -0.15324 -21.57495 20.78544
H -0.58231 -20.12921 20.65261
```

Properties
LUMO energy: 0.009 hartree
SMILES: CC1(C)CCCC(C)(C)N1O.CC1(C)CCCC(C)(C)N1O.CC1(C)CCCC(C)(C)N1O.O.O.O.O.O
E_HOMO: -7.7 eV
electronic energy: -1834.894957 Ha
2S+1: 1
ΔE to the lowest compared entry with this formula, charge and spin: 264.78 kJ/mol

Record 6
Molecular formula: C18H24N2O3S
Method: DFT, ωB97M-V/def2-TZVPD

Geometry as XYZ:
```
48
C18H24N2O3S, DFT ωB97M-V/def2-TZVPD
C -4.37208 -1.75268 -1.84380
C -4.97163 -2.53820 -0.68074
C -5.54251 -1.63931 0.42298
C -4.53880 -1.31173 1.53409
N -3.36821 -0.61160 1.06255
C -3.29350 0.74286 1.05401
O -4.15903 1.45083 1.53085
C -2.06440 1.29810 0.41450
C -2.14735 2.55110 -0.18549
C -1.04738 3.09024 -0.81959
C 0.17467 2.42723 -0.85645
C 1.32546 3.00902 -1.60825
C 0.27349 1.20022 -0.19103
N 1.47521 0.46920 -0.15187
C 2.68525 0.94122 0.26794
O 2.85750 2.08642 0.64012
C 3.77463 -0.05834 0.21887
C 5.00991 0.20703 0.69603
C 5.37955 1.48158 1.38644
O 6.08751 -0.61751 0.65247
C 6.02377 -1.80686 -0.09853
C 4.75268 -2.58889 0.18158
S 3.35935 -1.64536 -0.49330
C -0.84533 0.63502 0.41225
H -3.95376 -2.43219 -2.58376
H -5.14179 -1.15571 -2.32779
H -3.58527 -1.07855 -1.51485
H -5.77094 -3.16939 -1.07493
H -4.21696 -3.20439 -0.25447
H -6.39396 -2.13315 0.89439
H -5.89906 -0.70562 -0.01407
H -4.21610 -2.23273 2.02954
H -5.01811 -0.65904 2.26777
H -2.69175 -1.14524 0.54265
H -3.08913 3.07686 -0.15655
H -1.13343 4.04800 -1.31175
H 1.82578 2.23952 -2.19519
H 0.98937 3.80390 -2.26892
H 2.05805 3.41289 -0.90946
H 1.37011 -0.53630 -0.19212
H 4.65713 1.73239 2.15795
H 6.37103 1.36127 1.81554
H 5.38531 2.30498 0.67553
H 6.90828 -2.37877 0.19646
H 6.08707 -1.57846 -1.17087
H 4.75715 -3.55354 -0.32024
H 4.60463 -2.72026 1.25385
H -0.73242 -0.31607 0.91565
```

Properties
LUMO energy: 0.013 hartree
SMILES: CCCCNC(=O)c1ccc(C)c(NC(=O)C2=C(C)OCCS2)c1
E_HOMO: -8.3 eV
electronic energy: -1433.751701 Ha
2S+1: 1
ΔE to the lowest compared entry with this formula, charge and spin: 70.53 kJ/mol

Record 7
Molecular formula: C6H11NS
Method: DFT, ωB97M-V/def2-TZVPD

Geometry as XYZ:
```
19
C6H11NS, DFT ωB97M-V/def2-TZVPD
C -0.23011 0.45126 1.40753
C -0.05394 0.35390 -0.14868
C -1.11450 0.95643 -1.00166
C -0.31530 -2.06366 1.42549
C 2.06459 1.47283 -1.77281
C -0.56645 -0.77626 2.19775
N -0.02406 1.62277 1.68970
S 1.53943 0.10511 -0.66546
H -1.73301 1.63035 -0.41362
H -1.75670 0.14765 -1.36676
H -0.73367 1.49337 -1.86967
H 0.74787 -2.18246 1.22849
H -0.83242 -2.03684 0.46866
H -0.66933 -2.92410 1.99056
H 2.79387 1.06300 -2.46190
H 2.52173 2.22758 -1.14205
H 1.22840 1.89018 -2.31930
H 0.02359 -0.75900 3.11754
H -1.61888 -0.70293 2.49050
```

Properties
LUMO energy (alpha / beta): 0.007 / 0.003 hartree
E_HOMO (alpha / beta): -7.6 / -8.5 eV
electronic energy: -688.048436 Ha
2S+1: 1
ΔE to the lowest compared entry with this formula, charge and spin: 264.64 kJ/mol

Record 8
Molecular formula: C13H17N3O2Ru
Method: DFT, ωB97M-V/def2-TZVPD

Geometry as XYZ:
```
36
C13H17N3O2Ru, DFT ωB97M-V/def2-TZVPD
C 0.73000 1.23461 5.13152
C -0.66483 1.71902 5.04146
H 0.93069 0.62003 6.01426
H 1.46644 2.03997 5.13005
H 1.01757 0.59891 4.27999
H -1.03353 1.75591 4.01655
H -1.28926 1.08367 5.68597
H -0.71806 2.70887 5.51822
C 2.43786 -1.15412 -0.78015
C 3.03345 -2.13934 -1.55760
C 2.42542 -2.55606 -2.74202
C 1.23543 -1.97168 -3.12783
H 2.87100 -0.71682 0.12330
H 3.96190 -2.57911 -1.19524
H 2.86906 -3.36694 -3.31847
H 0.68255 -2.29741 -4.00257
N 1.18844 -0.71151 -1.09131
C 0.65435 -0.99801 -2.31209
C -0.64717 -0.41947 -2.56442
N -1.10138 0.37552 -1.56347
C -2.36294 0.85863 -1.54351
C -2.82785 -0.35014 -3.56672
C -3.26799 0.47547 -2.52856
H -2.56120 1.48187 -0.67254
H -4.28996 0.83037 -2.41873
C -1.52000 -0.81466 -3.59459
H -1.15611 -1.52357 -4.33332
H -3.54353 -0.65709 -4.32999
Ru -0.04965 0.29529 0.27350
C 0.71785 2.09157 -0.11603
H -0.03938 2.76262 -0.52076
H 1.53832 2.00219 -0.84007
H 1.11399 2.51354 0.81219
O -0.48682 -1.93756 2.90919
N -0.29934 -1.27240 1.89807
O -1.01533 0.01784 1.88570
```

Properties
LUMO energy (alpha / beta): -0.331 / -0.391 hartree
E_HOMO (alpha / beta): -15.9 / -15.9 eV
charge: +2
electronic energy: -914.350766 Ha
2S+1: 5
ΔE to the lowest compared entry with this formula, charge and spin: 0.00 kJ/mol